(1)
25
Properties=species:S:1:pos:R:3 method="wB97M-V/def2-TZVPD" spin_multiplicity=1 charge=-1 orbital_gap_ev=10.2 lumo_ev=3.2320 homo_ev=-6.97
H -0.490 -2.535 -3.343
N 0.233 0.161 -0.332
O -0.627 0.151 -1.159
H -0.851 -1.488 -2.138
O 1.374 2.585 -2.316
H -1.317 1.935 1.547
O 0.972 -0.833 -0.162
O -2.063 1.463 1.904
O 1.071 1.518 2.874
O -1.231 -2.140 -2.817
H 0.760 2.240 -1.603
H -3.077 1.515 0.109
H 1.512 -2.404 -0.673
H -2.780 0.500 -0.900
H 1.899 -2.042 2.927
O -3.504 1.062 -0.570
H 1.182 -3.893 -0.769
O 2.204 -2.229 2.030
H 0.985 1.529 1.956
H 1.162 3.606 -2.387
O 0.476 1.255 0.324
H 1.579 -1.666 1.476
H -2.652 2.082 2.239
H 1.701 0.848 3.021
O 1.491 -3.216 -1.242

(2)
20
Properties=species:S:1:pos:R:3 method="wB97M-V/def2-TZVPD" spin_multiplicity=2 charge=0 orbital_gap_ev="3.0 / 11.3" lumo_ev="0.6695 / 0.4429" homo_ev="-2.36 / -10.87"
H 1.303 -2.200 2.182
O -1.608 -2.045 -1.750
O 1.285 2.289 -0.028
N -0.212 -0.235 0.135
H -1.970 2.191 1.770
H -0.922 -0.531 -0.541
H -0.843 1.915 2.757
H 1.119 3.243 -0.227
O 0.350 -2.325 2.124
O -1.200 1.643 1.905
H -0.386 -0.417 1.131
H -2.441 -2.567 -1.672
O 1.249 0.568 -2.496
H -1.236 -2.234 -2.620
H 0.111 -2.848 2.907
H 0.731 -0.607 -0.049
H 1.235 1.427 -2.911
H -0.130 0.788 0.088
H 2.087 2.462 0.535
H 2.206 0.377 -2.587

(3)
20
Properties=species:S:1:pos:R:3 method="wB97M-V/def2-TZVPD" spin_multiplicity=1 charge=+1 orbital_gap_ev=11.8 lumo_ev=-2.9522 homo_ev=-14.74
H 0.236 -1.014 0.069
H -3.128 -2.332 0.487
H 1.782 -1.422 -1.849
H -2.164 2.057 -1.997
H -0.163 1.052 3.571
H -0.054 0.434 0.906
O -1.530 1.963 -1.284
N -0.397 -0.207 0.183
O 1.655 -1.772 -0.951
H 2.766 1.369 -1.042
O 2.707 0.809 -1.826
H 1.823 -2.716 -0.918
H 1.136 1.257 2.886
O -2.796 -1.545 0.958
O 0.443 0.578 2.989
H -0.688 0.278 -0.664
H -1.461 2.791 -0.807
H 3.064 1.384 -2.510
H -1.224 -0.650 0.621
H -3.553 -0.955 1.017

(4)
20
Properties=species:S:1:pos:R:3 method="wB97M-V/def2-TZVPD" spin_multiplicity=1 charge=+1 orbital_gap_ev=12.5 lumo_ev=-2.6684 homo_ev=-15.21
H 0.515 15.364 7.826
O 1.774 11.260 8.483
O -0.314 14.912 12.424
H -0.420 15.024 13.374
H 1.351 12.504 9.664
O 0.551 15.430 8.786
O -0.434 11.494 12.240
H 1.631 11.126 7.541
O 3.301 14.228 11.859
H -1.032 15.429 12.045
H -0.057 16.143 9.007
H 2.336 10.529 8.758
H 1.935 13.482 10.931
H 4.257 14.120 11.864
H 0.614 12.613 11.231
H -0.086 10.684 12.627
H 0.604 13.948 10.112
H 3.101 14.776 12.624
N 1.085 13.115 10.459
H -1.113 11.796 12.852

(5)
31
Properties=species:S:1:pos:R:3 method="wB97M-V/def2-TZVPD" spin_multiplicity=1 charge=+3 orbital_gap_ev=8.4 lumo_ev=-10.7232 homo_ev=-19.12
O 1.096 -1.465 -3.216
Na -1.218 3.406 -0.844
Na 2.427 -1.440 -0.794
H 0.913 -1.866 3.839
O -1.192 0.909 0.342
H 2.798 0.536 1.757
O -0.182 -0.839 -0.864
H -1.881 -1.454 -1.574
O 0.723 -1.033 3.409
H -1.753 -2.391 1.070
H 1.177 -0.721 -3.813
H 0.276 -1.308 -2.747
Na 0.045 1.414 2.463
O 0.474 1.489 -1.213
H -3.225 -1.986 -2.025
H 0.611 1.434 -2.814
S 0.015 0.467 -0.277
H -0.731 -1.874 0.081
O 1.114 0.387 0.655
H 0.802 -1.222 2.473
Na 2.602 2.231 -0.230
H 4.272 0.795 1.526
O -0.975 -2.654 0.579
O -2.244 1.572 3.133
O 3.532 1.064 2.070
Na -3.546 0.473 0.074
O 0.751 1.253 -3.744
O -2.817 -1.255 -1.560
H -2.911 1.803 2.486
H 1.685 1.411 -3.881
H -2.637 0.863 3.641

(6)
36
Properties=species:S:1:pos:R:3 method="wB97M-V/def2-TZVPD" spin_multiplicity=1 charge=+1 orbital_gap_ev=3.4 lumo_ev=-6.7345 homo_ev=-10.17
Na 3.407 10.222 -12.102
S 5.946 11.495 -14.525
Na 8.186 13.373 -14.013
H 3.367 10.589 -14.834
O 8.382 12.504 -16.521
O 6.344 10.520 -15.547
H 4.948 11.952 -17.990
O 5.945 12.884 -15.056
H 7.599 12.057 -16.175
Na 6.201 12.989 -11.276
H 9.128 11.532 -11.275
H 8.036 13.123 -17.171
H 6.601 9.812 -12.729
H 5.792 8.910 -15.432
S 3.080 13.731 -10.794
O 4.083 14.276 -9.894
O 6.923 11.441 -13.430
H 5.741 10.877 -17.245
H 9.147 9.615 -16.756
Na 4.025 13.884 -13.761
H 7.833 9.583 -15.967
O 4.669 11.086 -13.972
H 2.480 11.064 -15.984
O 8.191 11.484 -11.051
H 7.776 11.147 -11.855
O 3.748 12.752 -11.687
O 5.644 7.987 -15.149
H 5.906 8.920 -11.712
Na 5.679 14.843 -16.469
O 5.506 11.185 -18.133
O 6.556 8.908 -12.411
O 2.034 13.114 -10.025
O 8.598 9.039 -16.214
H 6.020 7.940 -14.263
O 2.517 10.424 -15.269
O 2.476 14.731 -11.684

(7)
21
Properties=species:S:1:pos:R:3 method="wB97M-V/def2-TZVPD" spin_multiplicity=1 charge=0 orbital_gap_ev=10.1 smiles=O.O.O.O.O.O.S lumo_ev=0.2165 homo_ev=-9.84
O 0.026 0.085 0.771
H -0.721 -1.772 -2.020
S 2.616 -0.264 3.398
H -3.862 -0.017 1.845
H -1.415 -2.927 -2.298
H 2.393 1.022 3.571
O 2.146 -1.659 -1.520
H -0.863 0.097 1.171
H -2.972 -0.165 0.619
H 2.637 -0.939 -1.916
O 1.613 2.356 -1.123
H 2.063 3.006 -0.561
H 2.019 1.563 -0.668
H 1.484 -0.781 3.800
H 1.992 -1.504 -0.574
H -2.028 1.939 -2.023
H -0.872 1.460 -1.149
H 0.173 -0.811 0.574
O -2.924 -0.211 1.602
O -1.620 -2.038 -2.347
O -1.884 1.560 -1.153

(8)
21
Properties=species:S:1:pos:R:3 method="wB97M-V/def2-TZVPD" spin_multiplicity=1 charge=0 orbital_gap_ev=10.2 smiles=O.O.O.O.O.O.S lumo_ev=0.4301 homo_ev=-9.79
H 0.076 1.746 -1.567
H 0.538 -1.623 -1.216
H -1.972 -0.899 -2.368
H 1.143 -2.226 2.368
H -2.669 -1.952 -0.836
O 1.040 -0.948 -0.724
H -0.258 1.813 1.214
H 1.216 0.544 2.912
H 2.403 1.442 -0.589
H 0.494 -0.152 -0.859
O 1.349 1.470 2.660
H 2.062 2.668 0.296
O 1.375 -1.327 2.115
H -1.376 1.506 -0.915
O -1.101 1.346 1.250
H -1.120 0.836 2.063
H 1.226 -1.300 1.146
O 1.686 2.016 -0.301
O -0.771 1.291 -1.629
H 2.003 1.861 3.244
S -2.047 -2.186 -1.993

The records above give, respectively, relative energy (zero: lowest compared OMol25 entry of this formula, charge and spin) values of 28.20; 13.52; 16.99; 7.37; 0.00; 0.00; 37.52; 7.51 kcal/mol.